Below is a structure of composition C23H47AlBr2FO15S, with properties calculated with ωB97M-V/def2-TZVPD.

## Properties
DFT total energy ... -215569.7902 eV
Frontier orbital gap ... 7.915 eV
Strongest force on any atom ... 0.62 eV/A
ΔE to the lowest compared entry with this formula, charge and spin ... 0.000 eV

The geometry in ORCA input format:
```
! wB97M-V def2-TZVPD RIJCOSX def2/J DEFGRID3
* xyz -1 1
C 4.021 -0.325 -1.232
H 4.288 0.435 -0.498
H -0.238 -1.972 -2.684
H -0.367 4.464 -1.634
C 2.024 -0.793 -2.365
H 7.031 3.881 2.222
H -1.772 5.520 -1.846
O 2.312 -1.963 -2.428
H 2.431 4.260 5.224
H 3.843 -1.269 -0.720
O 0.907 -0.229 -2.771
Br -2.188 -0.900 -0.457
H 6.037 -0.743 -1.827
C 0.114 0.683 2.606
H 0.579 -0.225 2.990
C 5.089 -0.472 -2.294
H 0.403 -8.307 2.721
H 5.634 2.460 0.697
C 1.169 -8.209 1.955
H -2.862 -5.370 -0.943
H -5.511 5.718 -5.366
H 0.542 1.551 3.109
O -1.456 2.609 4.613
H 5.821 5.178 2.103
C -0.071 -1.124 -3.342
C 1.617 -6.528 0.389
S -1.962 -4.406 -1.118
O 1.111 -6.824 1.591
H -1.913 4.013 -0.911
O -1.733 0.406 4.181
C 2.534 -8.597 2.480
Al -3.430 -2.716 -1.261
O -5.136 4.397 -3.807
O -3.306 5.674 -4.113
H 1.619 -3.717 -1.129
H -1.381 4.194 -3.921
C -1.918 2.168 7.157
C -1.448 4.483 -1.777
H 0.256 -1.465 -4.323
O 3.277 4.503 2.632
F -2.935 -2.018 -3.934
H 2.513 -9.629 2.833
H -5.293 -1.394 -4.522
C -3.830 4.662 -3.716
O -3.227 3.605 -3.203
H 0.334 0.753 1.540
H 4.816 -1.252 -3.002
C 6.266 4.329 1.587
C -5.211 -1.510 -3.428
H -1.869 1.535 2.447
C -1.681 1.472 4.950
C -1.385 0.622 2.789
H 1.782 2.604 5.432
H -5.294 -0.197 -1.677
H 4.413 3.748 0.639
C -1.799 3.720 -3.034
H 3.024 -4.829 -1.159
H -0.921 2.598 7.255
H 6.744 4.690 0.676
H 3.283 -8.515 1.693
C 2.115 3.350 4.718
H -4.296 -3.439 -3.538
Br -5.319 -3.103 0.061
O -1.918 1.097 6.216
H -5.926 6.317 -3.751
H -5.838 0.591 -3.157
C -4.056 -2.442 -3.131
H -4.113 0.289 -2.905
C -5.117 -0.135 -2.759
C 3.687 3.434 3.006
H 1.475 -5.325 -1.881
H -0.980 -0.540 -3.421
H -2.233 1.721 8.094
O 4.632 2.707 2.408
H -6.911 5.022 -4.492
O 3.222 2.742 4.038
H 2.815 -7.954 3.314
C 5.211 3.306 1.234
O 1.496 -5.231 0.194
C 1.940 -4.751 -1.084
H 0.893 -8.812 1.090
O 2.109 -7.326 -0.372
H -1.801 -0.225 2.255
O 2.782 0.148 -1.779
H 5.224 0.469 -2.828
H 1.316 3.585 4.019
H -1.455 2.690 -2.975
H -2.607 2.952 6.849
C -5.914 5.438 -4.394
H -6.130 -2.013 -3.097
*
```